Density functional theory data (wB97M-V/def2-TZVPD) for a cluster of 9 separate species, C48H114O27S2 in total.

Properties
Kohn-Sham gap (spin up / spin down), Eh: 0.323 / 0.098
HOMO energy (spin up / spin down), eV: -10.738 / -10.738
LUMO energy (spin up / spin down), eV: -2.0 / -8.1
2S+1: 2
Net charge: +1

Last columns: bonded neighbours and bond lengths (Å).
Element x y z (Å)
1 O 3.1620 -3.7197 5.7106  S2 1.451
2 S 1.9536 -4.4556 5.3873  O1 1.451, O3 1.481, O4 1.668, C7 1.938
3 O 1.9127 -5.6204 4.4740  S2 1.481
4 O 1.3095 -5.0214 6.8177  S2 1.668, C5 1.444
5 C 1.4352 -4.1223 7.9411  O4 1.444, C6 1.529, H8 1.090, H9 1.090
6 C 0.0892 -3.7304 8.5510  C5 1.529, H10 1.090, H11 1.090, H12 1.090
7 C 0.6407 -3.1175 4.8954  S2 1.938, H13 1.090, H14 1.090, H15 1.090
8 H 1.9558 -3.2395 7.5699  C5 1.090
9 H 2.0958 -4.6892 8.5971  C5 1.090
10 H -0.5762 -4.5865 8.6623  C6 1.090
11 H -0.6208 -3.2260 7.8957  C6 1.090
12 H 0.1951 -3.2805 9.5381  C6 1.090
13 H -0.3369 -3.5890 4.9956  C7 1.090
14 H 0.9721 -2.8539 3.8910  C7 1.090
15 H 0.7505 -2.2236 5.5094  C7 1.090
16 O -0.4872 -4.9594 -3.6033  S17 1.477
17 S 0.7205 -5.8078 -3.5471  O16 1.477, O18 1.432, O19 1.661, C22 1.832
18 O 2.0073 -5.4131 -4.0361  S17 1.432
19 O 0.7958 -6.3489 -1.9784  S17 1.661, C20 1.437
20 C -0.3928 -6.3486 -1.1716  O19 1.437, C21 1.529, H23 1.090, H24 1.090
21 C -0.6892 -4.9892 -0.5380  C20 1.529, H25 1.090, H26 1.090, H27 1.090
22 C 0.2712 -7.4027 -4.3295  S17 1.832, H28 1.090, H29 1.090, H30 1.090
23 H -0.4083 -7.2775 -0.6015  C20 1.090
24 H -1.2280 -6.5290 -1.8482  C20 1.090
25 H -0.4193 -4.1009 -1.1092  C21 1.090
26 H -0.1165 -4.8960 0.3847  C21 1.090
27 H -1.7320 -4.9165 -0.2291  C21 1.090
28 H -0.7921 -7.5949 -4.1860  C22 1.090
29 H 0.9360 -8.1690 -3.9309  C22 1.090
30 H 0.5254 -7.2730 -5.3815  C22 1.090
31 C 1.1248 4.6334 1.0432  O32 1.366, H40 1.090, H41 1.090, H42 1.090
32 O 0.3223 4.5300 -0.0568  C31 1.366, C33 1.448
33 C -1.0558 4.8092 0.2901  O32 1.448, C34 1.559, H43 1.090, H44 1.090
34 C -1.8419 5.1711 -1.0072  C33 1.559, O35 1.440, H45 1.090, H46 1.090
35 O -3.2518 5.4098 -0.8407  C34 1.440, C36 1.408
36 C -4.0089 5.1000 -1.9872  O35 1.408, C37 1.544, H47 1.090, H48 1.090
37 C -5.4462 5.6571 -1.9074  C36 1.544, O38 1.421, H49 1.090, H50 1.090
38 O -6.0134 6.1451 -3.1156  C37 1.421, C39 1.435
39 C -6.5111 5.1627 -4.0349  O38 1.435, H51 1.090, H52 1.090, H53 1.090
40 H 2.0839 4.2406 0.7057  C31 1.090
41 H 0.8703 4.0407 1.9219  C31 1.090
42 H 1.3617 5.6427 1.3798  C31 1.090
43 H -1.2204 5.6233 0.9960  C33 1.090
44 H -1.5247 3.9014 0.6698  C33 1.090
45 H -1.6826 4.4562 -1.8144  C34 1.090
46 H -1.3465 6.0666 -1.3826  C34 1.090
47 H -3.9825 4.0231 -2.1532  C36 1.090
48 H -3.5777 5.5400 -2.8864  C36 1.090
49 H -5.5001 6.4950 -1.2123  C37 1.090
50 H -6.2029 5.0916 -1.3635  C37 1.090
51 H -7.5316 4.8144 -3.8752  C39 1.090
52 H -5.7825 4.3820 -4.2537  C39 1.090
53 H -6.6880 5.5683 -5.0310  C39 1.090
54 C -7.7447 -0.1673 -0.0881  O55 1.376, H63 1.090, H64 1.090, H65 1.090
55 O -7.2113 -0.5581 1.1181  C54 1.376, C56 1.419
56 C -5.8325 -0.8918 1.1658  O55 1.419, C57 1.531, H66 1.090, H67 1.090
57 C -4.8462 0.2620 0.9645  C56 1.531, O58 1.374, H68 1.090, H69 1.090
58 O -5.1468 1.3633 1.7297  C57 1.374, C59 1.356
59 C -4.7400 2.5933 1.3305  O58 1.356, C60 1.530, H70 1.090, H71 1.090
60 C -4.7582 3.7674 2.3118  C59 1.530, O61 1.436, H72 1.090, H73 1.090
61 O -3.9668 3.3591 3.4377  C60 1.436, C62 1.391
62 C -3.7900 4.2840 4.4612  O61 1.391, H74 1.090, H75 1.090, H76 1.090
63 H -8.0301 -1.0623 -0.6410  C54 1.090
64 H -7.0466 0.5440 -0.5296  C54 1.090
65 H -8.6430 0.4388 0.0288  C54 1.090
66 H -5.6627 -1.6176 0.3705  C56 1.090
67 H -5.6793 -1.4410 2.0948  C56 1.090
68 H -4.9182 0.5434 -0.0861  C57 1.090
69 H -3.7893 0.0547 1.1322  C57 1.090
70 H -5.2780 2.7694 0.3990  C59 1.090
71 H -3.6962 2.5082 1.0282  C59 1.090
72 H -5.7162 3.8810 2.8192  C60 1.090
73 H -4.3910 4.7095 1.9050  C60 1.090
74 H -3.4796 3.7566 5.3632  C62 1.090
75 H -4.7190 4.7375 4.8069  C62 1.090
76 H -3.0791 5.0286 4.1031  C62 1.090
77 C -3.5102 -0.6544 4.9588  O78 1.409, H86 1.090, H87 1.090, H88 1.090
78 O -2.7446 -1.8362 4.9093  C77 1.409, C79 1.422
79 C -3.5792 -2.9809 4.7887  O78 1.422, C80 1.530, H89 1.090, H90 1.090
80 C -3.4877 -3.5032 3.3536  C79 1.530, O81 1.415, H91 1.090, H92 1.090
81 O -4.4830 -4.5093 3.3573  C80 1.415, C82 1.412
82 C -4.9116 -4.6990 2.0258  O81 1.412, C83 1.484, H93 1.090, H94 1.090
83 C -5.9638 -5.7289 1.8362  C82 1.484, O84 1.424, H95 1.090, H96 1.090
84 O -5.3062 -6.9795 2.0103  C83 1.424, C85 1.450
85 C -6.3289 -8.0036 2.0985  O84 1.450, H97 1.090, H98 1.090, H99 1.090
86 H -3.8225 -0.2258 5.9111  C77 1.090
87 H -4.3020 -0.6520 4.2098  C77 1.090
88 H -2.7610 0.0347 4.5690  C77 1.090
89 H -4.6259 -2.9119 5.0852  C79 1.090
90 H -3.1542 -3.6423 5.5436  C79 1.090
91 H -2.4982 -3.9438 3.2311  C80 1.090
92 H -3.7853 -2.7569 2.6171  C80 1.090
93 H -4.0025 -5.0756 1.5570  C82 1.090
94 H -5.3052 -3.7567 1.6449  C82 1.090
95 H -6.4375 -5.7774 0.8557  C83 1.090
96 H -6.8225 -5.6459 2.5024  C83 1.090
97 H -7.0334 -8.2076 1.2922  C85 1.090
98 H -7.0274 -7.8824 2.9265  C85 1.090
99 H -5.7973 -8.9386 2.2755  C85 1.090
100 C -1.3051 0.5572 1.3320  O101 1.461, H109 1.090, H110 1.090, H111 1.090
101 O -0.8294 -0.8038 1.5705  C100 1.461, C102 1.402
102 C 0.1340 -1.3657 0.7216  O101 1.402, C103 1.515, H112 1.090, H113 1.090
103 C 1.5434 -0.8121 0.7610  C102 1.515, O104 1.421, H114 1.090, H115 1.090
104 O 1.6047 0.5481 0.3541  C103 1.421, C105 1.430
105 C 2.1348 0.9874 -0.8993  O104 1.430, C106 1.476, H116 1.090, H117 1.090
106 C 3.6052 0.8745 -0.9561  C105 1.476, O107 1.450, H118 1.090, H119 1.090
107 O 4.2198 1.9092 -1.7642  C106 1.450, C108 1.411
108 C 5.6133 1.7477 -1.9139  O107 1.411, H120 1.090, H121 1.090, H122 1.090
109 H -0.4430 1.2118 1.4596  C100 1.090
110 H -2.1014 0.9263 1.9783  C100 1.090
111 H -1.5970 0.6468 0.2856  C100 1.090
112 H -0.1962 -1.4281 -0.3154  C102 1.090
113 H 0.1280 -2.3967 1.0752  C102 1.090
114 H 2.1298 -1.4288 0.0800  C103 1.090
115 H 2.0108 -0.9683 1.7332  C103 1.090
116 H 1.7911 1.9917 -1.1472  C105 1.090
117 H 1.7067 0.4751 -1.7609  C105 1.090
118 H 3.9939 -0.1253 -1.1495  C106 1.090
119 H 4.0854 1.0390 0.0085  C106 1.090
120 H 5.8503 0.7680 -2.3288  C108 1.090
121 H 6.1425 1.7247 -0.9612  C108 1.090
122 H 6.1915 2.3692 -2.5976  C108 1.090
123 C 6.8771 2.0491 4.9641  O124 1.477, H132 1.090, H133 1.090, H134 1.090
124 O 5.4420 1.8543 4.6747  C123 1.477, C125 1.478
125 C 5.2538 1.2030 3.3615  O124 1.478, C126 1.510, H135 1.090, H136 1.090
126 C 5.4070 -0.2971 3.4459  C125 1.510, O127 1.443, H137 1.090, H138 1.090
127 O 5.1665 -1.0279 2.2256  C126 1.443, C128 1.488
128 C 5.5312 -2.4677 2.3167  O127 1.488, C129 1.560, H139 1.090, H140 1.090
129 C 4.6513 -3.2889 1.3240  C128 1.560, O130 1.412, H141 1.090, H142 1.090
130 O 3.3344 -3.4303 1.8137  C129 1.412, C131 1.398
131 C 2.8165 -4.7257 1.7292  O130 1.398, H143 1.090, H144 1.090, H145 1.090
132 H 7.3772 1.0813 5.0029  C123 1.090
133 H 6.9637 2.5546 5.9259  C123 1.090
134 H 7.1136 2.6644 4.0960  C123 1.090
135 H 5.8669 1.6122 2.5585  C125 1.090
136 H 4.2166 1.5380 3.3496  C125 1.090
137 H 4.6518 -0.5995 4.1714  C126 1.090
138 H 6.3603 -0.5733 3.8965  C126 1.090
139 H 5.3583 -2.7925 3.3427  C128 1.090
140 H 6.5521 -2.7270 2.0361  C128 1.090
141 H 5.1772 -4.1838 0.9914  C129 1.090
142 H 4.5008 -2.6784 0.4336  C129 1.090
143 H 1.7429 -4.8397 1.8794  C131 1.090
144 H 3.3437 -5.4438 2.3572  C131 1.090
145 H 2.7844 -5.0239 0.6812  C131 1.090
146 C -0.9017 1.3746 -3.3354  O147 1.453, H155 1.090, H156 1.090, H157 1.090
147 O -1.4104 0.1524 -3.9341  C146 1.453, C148 1.400
148 C -0.6305 -0.3768 -4.9692  O147 1.400, C149 1.497, H158 1.090, H159 1.090
149 C 0.5822 -1.1970 -4.6567  C148 1.497, O150 1.462, H160 1.090, H161 1.090
150 O 1.8515 -0.5579 -4.3157  C149 1.462, C151 1.495
151 C 2.9922 -1.1402 -5.0869  O150 1.495, C152 1.486, H162 1.090, H163 1.090
152 C 4.1949 -0.2932 -4.8792  C151 1.486, O153 1.436, H164 1.090, H165 1.090
153 O 4.9337 0.0384 -6.0649  C152 1.436, C154 1.413
154 C 6.1027 0.7522 -5.7158  O153 1.413, H166 1.090, H167 1.090, H168 1.090
155 H -1.3629 1.3829 -2.3478  C146 1.090
156 H -0.9919 2.2442 -3.9864  C146 1.090
157 H 0.1729 1.2390 -3.2137  C146 1.090
158 H -0.4979 0.3854 -5.7370  C148 1.090
159 H -1.3376 -1.0577 -5.4430  C148 1.090
160 H 0.8061 -1.8268 -5.5177  C149 1.090
161 H 0.1155 -1.8595 -3.9277  C149 1.090
162 H 2.6595 -1.0161 -6.1175  C151 1.090
163 H 3.1915 -2.1655 -4.7751  C151 1.090
164 H 4.8148 -0.9845 -4.3084  C152 1.090
165 H 4.0032 0.5352 -4.1971  C152 1.090
166 H 5.8188 1.6504 -5.1673  C154 1.090
167 H 6.5460 1.0923 -6.6517  C154 1.090
168 H 6.8372 0.2199 -5.1115  C154 1.090
169 C 3.7453 7.5957 -2.2023  O170 1.414, H178 1.090, H179 1.090, H180 1.090
170 O 2.6909 6.8459 -2.7720  C169 1.414, C171 1.450
171 C 2.8850 5.4293 -2.5298  O170 1.450, C172 1.541, H181 1.090, H182 1.090
172 C 1.8694 4.6255 -3.3653  C171 1.541, O173 1.429, H183 1.090, H184 1.090
173 O 1.7992 4.9929 -4.7446  C172 1.429, C174 1.424
174 C 1.8338 3.9308 -5.6922  O173 1.424, C175 1.629, H185 1.090, H186 1.090
175 C 3.2071 3.0676 -5.8453  C174 1.629, O176 1.421, H187 1.090, H188 1.090
176 O 3.9748 3.6096 -6.9108  C175 1.421, C177 1.395
177 C 4.7023 4.7469 -6.5609  O176 1.395, H189 1.090, H190 1.090, H191 1.090
178 H 3.8348 7.4833 -1.1218  C169 1.090
179 H 3.4587 8.6189 -2.4453  C169 1.090
180 H 4.6685 7.4333 -2.7585  C169 1.090
181 H 2.6158 5.2412 -1.4905  C171 1.090
182 H 3.8390 5.0288 -2.8727  C171 1.090
183 H 0.8411 4.6486 -3.0046  C172 1.090
184 H 2.0533 3.5734 -3.1478  C172 1.090
185 H 1.5617 4.3400 -6.6652  C174 1.090
186 H 1.0562 3.1838 -5.5327  C174 1.090
187 H 2.9008 2.0335 -6.0030  C175 1.090
188 H 3.7756 3.0543 -4.9153  C175 1.090
189 H 3.9765 5.5598 -6.5384  C177 1.090
190 H 5.5083 5.1077 -7.2000  C177 1.090
191 H 5.1413 4.7645 -5.5633  C177 1.090